a) Below is 2 unconnected molecules or ions with the total composition C4H5NO2, with properties calculated with ωB97M-V/def2-TZVPD.

Structure (SMILES): C=CC=O.N=C=O
HOMO-LUMO gap in eV: 10.23

Last column: Mulliken charge in e.
Geometry (Å):
1 C 0.22 1.55 0.16  -0.5215
2 C -0.76 0.90 -0.47  -0.1965
3 C -1.51 -0.16 0.24  0.0147
4 O -1.16 -0.66 1.29  -0.5008
5 H 0.80 2.33 -0.32  0.2718
6 H 0.44 1.33 1.20  0.2363
7 H -1.02 1.11 -1.50  0.3244
8 H -2.45 -0.51 -0.25  0.3464
9 N 1.81 -1.40 0.56  -0.5716
10 C 1.38 -1.52 -0.57  0.6842
11 O 1.06 -1.65 -1.69  -0.4339
12 H 1.18 -1.31 1.34  0.3466

b) Below is C4H5NO2 in the gas phase, with properties calculated with ωB97M-V/def2-TZVPD.

Structure (SMILES): Cn1ccoc1=O
HOMO-LUMO gap in eV: 9.24

Last column: Mulliken charge in e.
Geometry (Å):
1 C -0.50 -1.18 0.15  -0.8830
2 N 0.58 -0.25 0.09  0.1542
3 C 0.51 1.09 0.42  -0.1619
4 C 1.74 1.60 0.27  -0.4222
5 O 2.60 0.70 -0.16  -0.3128
6 C 1.86 -0.51 -0.19  0.5499
7 O 2.41 -1.58 -0.55  -0.6557
8 H -1.09 -1.02 1.03  0.3175
9 H -1.17 -0.91 -0.75  0.2883
10 H -0.03 -2.14 0.11  0.3497
11 H -0.47 1.35 0.85  0.3302
12 H 2.16 2.56 0.34  0.4456

c) Below is C4H5NO2 in the gas phase, with properties calculated with ωB97M-V/def2-TZVPD.

Structure (SMILES): O=C[C@H]1CN1C=O
HOMO-LUMO gap in eV: 10.81

Last column: Mulliken charge in e.
Geometry (Å):
1 O 2.96 -0.04 -0.01  -0.4618
2 C 1.86 -0.11 -0.49  -0.2423
3 C 0.60 0.18 0.27  0.2494
4 C -0.48 1.01 -0.37  -0.5105
5 N -0.59 -0.42 -0.29  -0.2445
6 C -1.56 -1.03 0.51  0.0967
7 O -2.70 -0.66 0.59  -0.4831
8 H 1.69 -0.40 -1.54  0.3358
9 H 0.71 0.22 1.36  0.4069
10 H -0.33 1.43 -1.36  0.2382
11 H -1.11 1.60 0.29  0.2603
12 H -1.16 -1.92 1.02  0.3549

d) Below is C4H5NO2 in the gas phase, with properties calculated with ωB97M-V/def2-TZVPD.

HOMO-LUMO gap in eV: 9.13

Last column: Mulliken charge in e.
Geometry (Å):
1 C -0.27 -2.03 -0.52  -0.5522
2 O -0.97 -0.80 -0.87  -0.1880
3 C -0.54 0.37 -0.11  0.8675
4 N -1.54 -0.13 0.51  -0.4144
5 O 0.07 1.92 1.98  -0.5545
6 C 0.68 2.08 0.93  0.0575
7 C 0.47 1.27 -0.25  -0.7444
8 H 0.54 -1.80 0.18  0.3355
9 H -1.00 -2.69 -0.05  0.2611
10 H 0.09 -2.44 -1.46  0.2492
11 H 1.45 2.87 0.84  0.3276
12 H 1.01 1.39 -1.18  0.3550

Most favorable first, least favorable last: b), a), c), d)